# 1
C2H7NOS in the gas phase in a non-equilibrium geometry, computed with ωB97M-V with the def2-TZVPD basis set.

Maximum force: 0.0844 Eh/bohr
Gap between HOMO and LUMO: 0.3515 Eh
Energy above the lowest of the compared OMol25 structures with the same formula, charge and spin: 105.9 kcal per mole
Electronic energy: -16556.180 eV
E_HOMO: -8.89 eV

Geometry (Å):
C  -1.17754  -0.97647  1.15503
S  -0.13254  -0.69630  -0.10367
C  -0.70504  0.72469  -1.00783
N  1.70911  -0.09116  0.27917
O  0.27807  -1.73870  -1.04311
H  -0.96904  -1.58474  2.01519
H  -1.47021  0.05693  1.30257
H  -0.54415  1.68458  -0.53508
H  -0.10903  0.56494  -1.86068
H  -1.76897  0.40828  -1.28791
H  2.00834  -0.03976  -0.69197
H  2.46441  -0.54995  0.87480

***

# 2
A molecular structure, C16H9Cl5F5NRuS, computed with ωB97M-V with the def2-TZVPD basis set.

Maximum force: 0.0140 Eh/bohr
Gap between HOMO and LUMO: 0.2637 Eh
Energy above the lowest of the compared OMol25 structures with the same formula, charge and spin: 20.1 kcal per mole
Electronic energy: -107841.792 eV
E_HOMO: -8.44 eV

Geometry (Å):
Ru  0.76669  0.41734  -0.48049
Cl  0.50034  2.94109  -1.00482
C  2.10916  2.58034  -1.65654
C  2.48747  1.26902  -1.48624
C  3.73461  0.94641  -2.01542
Cl  4.31820  -0.67358  -1.89667
C  4.53029  1.90081  -2.65253
Cl  6.06803  1.47013  -3.28753
C  4.08191  3.21791  -2.78246
Cl  5.05320  4.39671  -3.56664
C  2.83548  3.57940  -2.27801
Cl  2.22794  5.17677  -2.42165
F  -1.78363  -3.70652  4.11734
C  -1.00156  -3.23516  3.14993
C  -0.32317  -2.04057  3.32285
F  -0.44997  -1.36292  4.46586
C  0.48758  -1.55740  2.31182
F  1.15011  -0.41554  2.53876
C  0.62758  -2.22254  1.09841
S  1.65159  -1.62739  -0.21136
C  -0.05196  -3.42857  0.95985
F  0.03908  -4.12688  -0.17183
C  -0.85944  -3.93514  1.96439
F  -1.51288  -5.08336  1.79010
C  -2.46320  1.17369  1.24167
C  -2.25429  0.36339  -0.03850
C  -2.84105  -1.04528  0.09653
C  -2.82236  1.08791  -1.26337
N  -0.83383  0.19298  -0.20299
H  -3.53390  1.24412  1.43956
H  -2.06416  2.18234  1.13277
H  -1.98200  0.69181  2.09325
H  -3.92807  -0.98912  0.03952
H  -2.56512  -1.49044  1.05540
H  -2.48503  -1.69222  -0.70543
H  -3.91138  1.09961  -1.20677
H  -2.53037  0.58265  -2.18394
H  -2.47190  2.11822  -1.30478

***

# 3
A molecular structure, C49H50N9O3PRbS4 in a non-equilibrium geometry, computed with ωB97M-V with the def2-TZVPD basis set.

Net charge: -1
Maximum force: 0.0256 Eh/bohr
Gap between HOMO and LUMO: 0.1152 Eh
Energy above the lowest of the compared OMol25 structures with the same formula, charge and spin: 40.6 kcal per mole
Electronic energy: -124463.908 eV
E_HOMO: -1.66 eV

Geometry (Å):
Rb  -0.02201  0.14576  0.12674
N  -2.54349  0.42827  4.49248
C  -1.42262  1.04834  4.99558
C  -1.12377  1.62683  6.22042
C  0.14566  2.16343  6.36532
C  1.08796  2.10902  5.33093
C  0.79164  1.52988  4.10978
C  -0.49146  1.01072  3.93725
N  -1.05395  0.41038  2.83933
C  -2.25778  0.05783  3.19549
C  -3.19071  -0.63442  2.33081
C  -4.46456  -1.02891  2.64278
S  -5.17818  -1.83442  1.30493
C  -3.70584  -1.57850  0.41245
N  -2.79381  -0.95655  1.06127
H  -3.39838  0.25323  4.98741
H  -1.84102  1.65067  7.03161
H  0.41937  2.62360  7.30594
H  2.07583  2.51922  5.49606
H  1.52178  1.44904  3.31194
H  -5.01580  -0.90398  3.56093
H  -3.60143  -1.94345  -0.60026
O  6.23899  -0.29189  0.81011
C  5.64932  -0.72223  1.92899
C  6.46601  -1.20625  2.95498
C  5.91916  -1.64999  4.14447
C  4.54274  -1.62440  4.33764
C  3.72755  -1.16068  3.31892
C  4.25112  -0.70889  2.11133
C  3.27430  -0.26831  1.05469
O  2.05697  -0.49649  1.20793
N  3.84690  0.37605  0.03298
N  3.02785  0.66517  -1.02124
C  3.45015  1.54287  -1.81729
S  2.65717  1.87628  -3.35331
C  3.42780  3.51281  -3.53038
C  4.88044  3.35958  -3.12928
S  4.94769  2.50591  -1.52379
H  5.48538  0.05335  0.22975
H  7.53633  -1.21835  2.78953
H  6.57196  -2.01447  4.92965
H  4.11154  -1.97320  5.26835
H  2.65069  -1.14682  3.43122
H  2.91060  4.22140  -2.88183
H  3.31693  3.81621  -4.57134
H  5.37357  4.32494  -3.00905
H  5.42208  2.76450  -3.86411
O  -0.52718  -0.00861  -2.62612
C  0.35824  -0.81784  -2.65395
C  1.19772  -1.82650  -2.80227
C  2.30873  -1.79359  -3.75649
C  3.12650  -2.86677  -3.89146
C  2.95317  -4.05569  -3.13126
C  1.95010  -4.09240  -2.17900
C  1.09914  -3.02164  -1.93755
P  -0.17733  -3.01029  -0.66953
C  -1.06064  -4.56706  -1.13785
C  -2.08702  -4.44851  -2.07762
C  -2.75281  -5.56388  -2.55992
C  -2.40505  -6.82958  -2.10655
C  -1.39035  -6.96247  -1.17029
C  -0.72577  -5.84407  -0.68615
C  0.65359  -3.60785  0.85667
C  -0.15754  -3.96376  1.93657
C  0.39768  -4.43370  3.11589
C  1.77665  -4.54859  3.23315
C  2.59036  -4.17559  2.17364
C  2.03301  -3.69183  0.99798
H  2.45170  -0.89828  -4.34744
H  3.94053  -2.81625  -4.60731
H  3.61250  -4.90188  -3.27595
H  1.83678  -4.98631  -1.57259
H  -2.34880  -3.45972  -2.44311
H  -3.54452  -5.45113  -3.29192
H  -2.91985  -7.70532  -2.48317
H  -1.10966  -7.94750  -0.81518
H  0.05887  -5.96560  0.04911
H  -1.23651  -3.88401  1.83706
H  -0.24363  -4.72027  3.94239
H  2.21530  -4.91719  4.15322
H  3.66628  -4.24877  2.26766
H  2.67077  -3.39355  0.17567
C  -5.20002  1.20016  -4.88885
N  -4.80392  1.25250  -3.49217
C  -4.92029  -0.00536  -2.78488
C  -4.28016  2.35357  -2.91481
S  -3.75927  2.42282  -1.34491
N  -4.23746  3.48522  -3.77906
C  -5.43358  4.30695  -3.63084
C  -3.01654  4.27421  -3.64585
H  -4.82234  0.27949  -5.33669
H  -4.79187  2.05512  -5.41485
H  -6.29075  1.20568  -4.98306
H  -5.92440  -0.41531  -2.91948
H  -4.73143  0.15252  -1.72868
H  -4.18940  -0.71950  -3.17435
H  -6.32425  3.69050  -3.76021
H  -5.42816  5.08226  -4.39741
H  -5.47482  4.78169  -2.64129
H  -2.15300  3.63086  -3.80754
H  -2.92484  4.74317  -2.66044
H  -3.02743  5.04756  -4.41540
C  -0.26052  6.09306  3.00555
C  -0.19643  5.19278  1.81746
C  -0.09321  5.45761  0.47009
C  -0.07975  4.19358  -0.16396
N  -0.17058  3.22847  0.73236
N  -0.24871  3.84868  1.91986
C  -0.00223  3.87254  -1.61858
H  -0.29396  7.13051  2.68008
H  0.61403  5.96232  3.64617
H  -1.14994  5.88623  3.60351
H  -0.02679  6.42547  0.00068
H  -0.28565  3.29527  2.75886
H  0.07745  4.78265  -2.21264
H  -0.89476  3.32155  -1.92042
H  0.85334  3.22812  -1.82274